1.
C35H56BeN3O7 as an isolated structure, computed with wB97M-V/def2-TZVPD.

Geometry (Å):
1 Be -0.360 0.519 -2.464
2 C 0.182 -0.481 1.030
3 C -0.714 0.558 0.334
4 O -0.691 0.550 -1.058
5 H -0.050 -1.494 0.702
6 H -0.100 -0.648 2.069
7 H 1.258 -0.318 0.971
8 H -0.444 1.453 0.895
9 H -1.740 0.407 0.670
10 N 1.069 0.891 -2.084
11 C 1.947 1.310 -3.033
12 C 3.246 1.698 -2.695
13 C 3.669 1.688 -1.366
14 C 2.777 1.337 -0.404
15 C 1.492 1.022 -0.785
16 H 1.643 1.172 -4.060
17 H 3.933 1.844 -3.515
18 H 4.721 1.831 -1.166
19 H 3.057 1.313 0.638
20 H 0.780 0.645 -0.065
21 N 0.520 -1.033 -2.329
22 C 0.564 -1.681 -3.522
23 C 1.380 -2.762 -3.792
24 C 2.271 -3.088 -2.744
25 C 2.272 -2.439 -1.502
26 C 1.348 -1.422 -1.327
27 H -0.077 -1.266 -4.286
28 H 1.443 -3.333 -4.707
29 H 2.843 -3.997 -2.862
30 H 3.023 -2.761 -0.797
31 H 1.143 -0.985 -0.361
32 N -1.267 -0.642 -2.439
33 C -1.415 -1.482 -1.358
34 C -2.447 -2.503 -1.201
35 C -3.356 -2.644 -2.249
36 C -3.123 -1.900 -3.420
37 C -2.137 -0.919 -3.479
38 H -0.660 -1.320 -0.603
39 H -2.467 -3.119 -0.314
40 H -4.146 -3.369 -2.120
41 H -3.751 -2.087 -4.279
42 H -2.023 -0.186 -4.265
43 C -0.439 -3.590 -0.297
44 C -1.091 -3.236 0.995
45 O -2.278 -3.386 1.145
46 C -0.287 -2.617 2.183
47 H 0.096 -2.824 -0.858
48 H -1.215 -3.925 -0.986
49 H 0.237 -4.396 -0.013
50 H -0.850 -2.790 3.100
51 H -0.151 -1.536 2.152
52 H 0.702 -3.067 2.271
53 C 1.581 4.694 1.385
54 C 0.344 4.307 0.589
55 O -0.682 4.904 0.461
56 C 0.597 3.012 -0.159
57 H 1.927 3.941 2.093
58 H 1.402 5.610 1.949
59 H 2.395 4.789 0.666
60 H 1.196 2.357 0.474
61 H 1.087 3.052 -1.132
62 H -0.365 2.558 -0.398
63 C -0.033 -1.542 4.006
64 C -0.030 -0.028 3.870
65 O 0.969 0.662 4.217
66 C -1.240 0.617 3.175
67 H 0.255 -1.844 5.014
68 H 0.672 -2.022 3.328
69 H -0.996 -1.984 3.752
70 H -1.805 0.981 4.033
71 H -1.972 -0.050 2.719
72 H -1.049 1.316 2.361
73 C -1.290 3.818 2.953
74 C -2.399 2.914 2.460
75 O -2.888 2.098 3.227
76 C -2.618 2.816 0.948
77 H -1.713 4.250 3.860
78 H -0.998 4.595 2.246
79 H -0.449 3.149 3.136
80 H -1.956 2.084 0.484
81 H -2.496 3.805 0.506
82 H -3.677 2.576 0.856
83 C 3.085 -0.514 0.873
84 C 3.523 -1.857 1.428
85 O 2.794 -2.849 1.516
86 C 5.010 -1.914 1.854
87 H 2.000 -0.438 0.798
88 H 3.661 -0.229 -0.007
89 H 3.438 0.277 1.534
90 H 5.309 -1.162 2.584
91 H 5.633 -1.766 0.973
92 H 5.256 -2.878 2.300
93 C -3.926 0.648 -2.938
94 C -2.839 0.922 -1.916
95 O -1.721 1.372 -2.289
96 C -3.142 0.672 -0.421
97 H -4.884 1.091 -2.665
98 H -4.069 -0.429 -2.850
99 H -3.709 0.824 -3.992
100 H -4.085 1.169 -0.193
101 H -2.322 1.032 0.200
102 H -3.116 -0.399 -0.221

Calculated values
- largest force on an atom (eV Å⁻¹) = 15.763
- net charge = +1
- E_tot (eV) = -56364.556


2.
C35H56BrMgN7OSbSi3 as an isolated structure, computed with wB97M-V/def2-TZVPD.

Geometry (Å):
1 Mg -0.120 0.590 0.016
2 N 3.886 2.661 1.193
3 C 2.829 2.240 0.471
4 N 1.746 1.758 0.966
5 C 1.623 1.626 2.344
6 N 0.586 1.087 2.897
7 N -0.347 0.584 2.049
8 C -1.555 0.506 2.460
9 C -2.576 0.047 1.535
10 C -3.916 -0.007 1.916
11 C -4.865 -0.390 0.987
12 C -4.451 -0.701 -0.301
13 C -3.102 -0.608 -0.598
14 N -2.180 -0.247 0.285
15 C 2.687 2.150 3.198
16 C 2.599 2.166 4.591
17 C 3.624 2.692 5.349
18 C 4.757 3.213 4.725
19 C 4.864 3.205 3.348
20 C 3.828 2.679 2.585
21 H 4.690 3.058 0.736
22 H 2.920 2.317 -0.608
23 H -1.836 0.867 3.446
24 H -4.198 0.268 2.923
25 H -5.911 -0.435 1.256
26 H -5.160 -1.007 -1.057
27 H -2.747 -0.829 -1.599
28 H 1.704 1.765 5.046
29 H 3.555 2.700 6.428
30 H 5.555 3.636 5.319
31 H 5.744 3.610 2.862
32 Br -0.174 -7.328 0.013
33 C -0.447 -5.497 0.412
34 C -0.705 -4.596 -0.605
35 C -0.836 -3.258 -0.263
36 N -0.746 -2.802 0.981
37 C -0.530 -3.692 1.945
38 C -0.365 -5.050 1.720
39 H -0.782 -4.912 -1.636
40 H -1.013 -2.512 -1.032
41 H -0.480 -3.297 2.955
42 H -0.177 -5.731 2.537
43 C 3.475 0.080 -3.239
44 Si 2.070 1.068 -4.048
45 C 2.294 0.989 -5.922
46 C 2.159 2.891 -3.529
47 Sb -0.053 0.103 -2.945
48 Si -0.129 -2.140 -4.257
49 C 0.267 -2.136 -6.106
50 C -1.843 -2.925 -4.052
51 C 1.181 -3.229 -3.420
52 Si -1.825 1.483 -4.259
53 C -1.447 1.563 -6.109
54 C -1.902 3.251 -3.608
55 C -3.512 0.660 -4.001
56 H 4.422 0.626 -3.226
57 H 3.637 -0.851 -3.787
58 H 3.202 -0.189 -2.216
59 H 3.249 1.435 -6.210
60 H 1.504 1.527 -6.446
61 H 2.286 -0.040 -6.282
62 H 3.173 3.289 -3.608
63 H 1.807 3.037 -2.505
64 H 1.521 3.495 -4.178
65 H -0.248 -1.339 -6.643
66 H -0.037 -3.086 -6.552
67 H 1.338 -2.020 -6.277
68 H -2.560 -2.459 -4.731
69 H -2.233 -2.832 -3.036
70 H -1.808 -3.988 -4.300
71 H 2.157 -3.062 -3.882
72 H 0.950 -4.291 -3.528
73 H 1.276 -3.003 -2.356
74 H -0.622 2.250 -6.304
75 H -2.316 1.927 -6.660
76 H -1.179 0.588 -6.516
77 H -0.908 3.696 -3.539
78 H -2.353 3.296 -2.617
79 H -2.499 3.873 -4.280
80 H -3.452 -0.426 -4.101
81 H -4.234 1.019 -4.737
82 H -3.904 0.890 -3.008
83 O 1.862 -0.774 -0.091
84 C 2.707 -1.164 0.727
85 C 2.303 -1.871 1.998
86 C 3.149 -1.525 3.228
87 C 4.394 -2.401 3.365
88 C 5.118 -2.580 2.030
89 C 5.213 -1.285 1.230
90 N 4.010 -0.956 0.464
91 H 2.324 -2.949 1.814
92 H 1.267 -1.586 2.154
93 H 2.530 -1.632 4.120
94 H 3.445 -0.477 3.179
95 H 4.123 -3.382 3.761
96 H 5.067 -1.939 4.091
97 H 4.624 -3.335 1.416
98 H 6.131 -2.936 2.221
99 H 6.021 -1.384 0.505
100 H 5.468 -0.454 1.898
101 H 4.173 -0.452 -0.395
102 C -0.924 2.601 -0.178
103 H -0.485 3.173 -1.003
104 H -0.724 3.149 0.751
105 H -2.012 2.595 -0.326

Calculated values
- largest force on an atom (eV Å⁻¹) = 0.987
- net charge = +1
- E_tot (eV) = -155340.201